{
  "formula": "C34H91NO28S8",
  "method": "wB97M-V/def2-TZVPD",
  "max_force_ha_per_bohr": 0.0847,
  "lumo_ev": 0.004,
  "homo_lumo_gap_ev": 9.8,
  "mol_weight_g_mol": 1218.6,
  "symbols": ["S", "S", "S", "S", "S", "S", "S", "S", "O", "O", "O", "O", "O", "O", "O", "O", "O", "O", "O", "O", "O", "O", "O", "O", "O", "O", "O", "O", "O", "O", "O", "O", "O", "O", "O", "O", "N", "C", "C", "C", "C", "C", "C", "C", "C", "C", "C", "C", "C", "C", "C", "C", "C", "C", "C", "C", "C", "C", "C", "C", "C", "C", "C", "C", "C", "C", "C", "C", "C", "C", "C", "H", "H", "H", "H", "H", "H", "H", "H", "H", "H", "H", "H", "H", "H", "H", "H", "H", "H", "H", "H", "H", "H", "H", "H", "H", "H", "H", "H", "H", "H", "H", "H", "H", "H", "H", "H", "H", "H", "H", "H", "H", "H", "H", "H", "H", "H", "H", "H", "H", "H", "H", "H", "H", "H", "H", "H", "H", "H", "H", "H", "H", "H", "H", "H", "H", "H", "H", "H", "H", "H", "H", "H", "H", "H", "H", "H", "H", "H", "H", "H", "H", "H", "H", "H", "H", "H", "H", "H", "H", "H", "H"],
  "coordinates": [[1.519, -0.746, 0.601], [-8.253, 1.142, 3.277], [8.548, -1.925, -2.020], [-2.899, 5.943, 4.092], [-5.548, -7.946, -0.603], [1.774, -9.247, 1.825], [0.675, 7.000, -2.989], [9.326, -0.324, 6.849], [-6.606, 4.614, -5.874], [-7.240, -8.040, -0.566], [-5.067, -9.316, -0.952], [0.983, 8.649, -2.820], [10.281, 0.763, 7.144], [-6.916, 0.651, 3.631], [0.951, -0.199, 1.827], [8.675, -2.080, -0.577], [0.413, 0.068, -7.478], [-0.298, 6.570, -1.957], [0.280, -1.185, -0.444], [3.186, -9.531, 1.943], [1.077, -9.115, 0.527], [-3.853, 6.350, 2.771], [8.825, -1.139, 7.972], [-3.771, 5.702, 5.238], [1.936, 6.341, -3.260], [8.313, -3.335, -2.715], [2.544, -1.805, 0.611], [7.994, 0.289, 5.955], [-9.074, -0.168, 2.705], [7.608, -0.953, -2.567], [-1.761, 6.884, 4.148], [-8.408, 2.204, 2.341], [0.996, -10.396, 2.719], [8.414, 4.645, 0.745], [-3.466, -2.941, -5.463], [-5.205, -6.784, -1.375], [3.722, 6.668, 1.865], [0.515, 10.979, -2.270], [-0.768, -0.291, -0.540], [-0.268, 7.047, -4.609], [-6.861, 4.817, -4.476], [-0.116, 9.551, -2.476], [7.097, -3.965, -2.413], [10.120, -1.364, 5.513], [1.541, 0.575, -6.842], [1.510, -11.677, 2.721], [-9.254, 1.591, 4.823], [2.127, 0.678, -0.500], [10.460, 4.106, 1.472], [-4.130, 7.727, 2.583], [-5.343, -7.657, 1.235], [-5.813, -2.786, -5.690], [9.063, 4.414, 1.900], [-9.486, -7.577, -1.301], [3.888, 9.237, 1.466], [7.152, -5.404, -2.866], [-1.985, -0.591, 0.294], [6.099, -1.036, 6.649], [-5.475, 7.797, 1.776], [0.420, -12.703, 2.931], [-4.486, -2.477, -6.387], [2.560, 1.098, -7.848], [-8.993, -1.385, 3.306], [10.263, -1.567, -2.714], [-5.833, 4.024, -3.618], [3.836, 7.782, 1.639], [1.260, -7.858, 2.924], [-7.976, -7.331, -1.507], [-8.465, -2.392, 2.277], [6.978, -0.558, 5.503], [-2.313, 4.311, 3.512], [-2.398, -1.554, -0.006], [-4.222, -2.856, -7.375], [-5.973, 8.753, 1.934], [-8.204, -1.344, 4.057], [4.073, 9.461, 0.416], [-9.068, -2.447, 1.371], [-4.194, -1.439, -6.546], [8.559, 3.657, 2.500], [0.426, -7.366, 2.424], [-6.064, 4.286, -2.586], [6.872, -5.588, -3.903], [-7.713, -7.694, -2.500], [-0.631, 9.356, -1.535], [-6.756, 3.690, -6.084], [0.372, 11.377, -1.265], [-9.886, -1.528, 3.915], [3.079, 1.008, -0.082], [7.036, -3.992, -1.325], [1.918, -11.873, 1.730], [6.327, -3.352, -2.882], [-2.667, 0.235, 0.088], [-3.907, 8.383, 3.425], [0.023, -12.469, 3.919], [-3.350, 8.102, 1.920], [1.593, 10.987, -2.431], [10.185, -1.979, -3.720], [-8.676, 2.217, 5.503], [-5.903, -8.350, 1.864], [2.549, 0.688, -8.858], [7.487, 4.427, 0.862], [-1.737, -0.640, 1.354], [9.617, -2.330, 5.568], [-7.899, 4.603, -4.222], [-1.817, 3.762, 4.312], [1.436, 1.507, -0.352], [-0.308, -12.748, 2.121], [4.808, 9.583, 1.938], [-9.829, -7.155, -0.356], [-0.634, 0.787, -0.451], [1.429, 1.445, -6.195], [-0.194, 6.061, -5.069], [-5.924, 2.956, -3.815], [6.369, -0.042, 4.760], [0.021, -0.480, -6.794], [-1.457, 4.584, 2.894], [-1.216, 7.408, -4.209], [10.673, 3.234, 0.853], [10.581, -0.524, -2.719], [0.202, 7.764, -5.281], [5.203, -1.512, 6.252], [0.154, 11.706, -2.997], [-7.603, -6.309, -1.582], [11.172, -1.519, 5.750], [1.919, -0.281, -6.283], [-4.306, -7.612, 1.566], [-6.104, -2.277, -4.771], [-3.865, -3.374, -4.705], [2.426, 2.177, -7.925], [8.150, -5.840, -2.814], [-5.841, -3.844, -5.432], [-6.630, -2.769, -6.411], [-4.823, 4.237, -3.969], [9.967, -0.799, 4.593], [3.536, 0.814, -7.456], [6.478, -6.095, -2.360], [10.859, -2.287, -2.154], [-10.078, -6.962, -1.978], [2.181, 0.436, -1.561], [-9.786, -8.616, -1.437], [-6.711, 5.887, -4.330], [2.226, -11.780, 3.536], [2.984, 9.683, 1.881], [-0.840, 9.719, -3.273], [6.613, -1.762, 7.279], [0.952, -13.654, 2.966], [2.168, -7.296, 3.143], [-5.450, 7.679, 0.693], [-7.483, -2.099, 1.905], [-1.078, -0.389, -1.580], [0.837, -8.321, 3.816], [11.142, 4.073, 2.321], [-6.166, 7.103, 2.254], [-3.176, 3.826, 3.057], [10.818, 4.956, 0.891], [-8.460, -3.442, 2.571], [-9.482, 0.604, 5.226], [-5.763, -6.682, 1.483], [-10.242, 1.893, 4.476], [9.087, 5.330, 2.491], [7.285, -1.426, 4.919], [5.718, -0.167, 7.186]],
  "forces_ev_per_angstrom": [[0.9207, 0.5629, -1.6214], [0.8107, -1.0238, 1.5529], [1.1154, 2.3897, 0.1251], [0.2642, 0.1191, 0.0770], [-1.2349, -3.1784, 0.6884], [-1.8875, -0.1412, -0.1985], [-1.7047, 0.3842, -0.8635], [0.4914, 0.1130, 0.4341], [-0.2760, 0.1814, 0.2253], [2.5321, -0.7977, 1.5533], [-1.0363, 3.7926, 0.9171], [-0.8567, -1.5699, 0.3001], [-2.5757, -1.7622, -0.8763], [-2.0738, 0.8390, -0.2214], [0.7229, -0.9133, -1.5424], [-0.4386, -0.0819, -1.5480], [-1.2162, 0.2391, -0.0073], [2.3933, 0.8990, -1.7935], [2.7896, -0.6824, 1.9746], [-0.9335, 0.4543, -0.4922], [1.8066, -0.3598, 2.5397], [1.2369, -1.3769, 2.1447], [0.8553, 1.3823, -2.3128], [1.1395, 0.8335, -1.4273], [-1.1383, 0.9710, 1.0744], [1.9427, 0.8349, -0.4343], [-2.5801, 1.8986, 0.0115], [2.9955, 0.4418, 1.1722], [-0.2153, 4.1650, -1.2481], [0.8168, -1.3104, 0.7358], [-2.3134, -1.5303, 0.0560], [-0.1440, -0.4474, -0.1608], [-0.5945, 2.5538, -0.5573], [-2.4913, 0.3356, -2.6340], [0.6044, 0.0465, -0.4159], [0.1445, -0.5403, 0.4662], [0.0884, -0.7021, -0.0215], [0.4501, -0.3374, -0.2603], [-2.4594, 0.9559, -1.2642], [1.0461, 0.4440, 1.6817], [1.2791, -0.3163, -0.3816], [0.8930, 2.0795, 0.3956], [-0.9092, -0.8425, 0.8136], [-0.8635, 0.4044, 1.2881], [1.5296, -0.2591, -0.6005], [0.3897, -1.7390, -1.0059], [0.4001, -1.8670, -1.6416], [-0.2827, -0.3100, 1.5173], [1.7813, 0.2410, 0.6168], [0.3302, 0.9475, -2.6188], [-0.2222, 0.5702, -0.4214], [-0.7301, -0.8097, -1.6982], [1.2709, -0.2987, 1.5055], [0.3697, 1.2395, 0.2436], [0.8229, -0.6013, -0.2969], [-0.0864, -1.0260, -1.2122], [0.2966, -0.5122, 0.2493], [-0.5364, 0.0230, -0.4020], [-0.1438, 0.6645, 1.8697], [0.5789, 0.2569, 0.4385], [1.3658, 0.3174, 2.0369], [0.3317, -0.2248, 0.0304], [1.8870, -1.8961, 1.5605], [-1.7278, -1.8554, 0.0547], [-1.1336, 0.4318, -0.9757], [-0.2945, 0.8272, 0.1174], [0.0366, -1.1682, -0.6033], [-0.6378, 0.1474, -2.0971], [-1.0023, -0.4935, -0.7439], [-1.4984, -1.4859, 0.1452], [0.4121, 1.5454, 0.1094], [-0.2701, 0.0964, 0.0737], [-0.9110, -1.0006, 0.0442], [0.2529, 0.3063, 0.0654], [0.2185, -0.0205, 0.2746], [-0.5822, 0.0833, -0.0792], [-0.4012, 0.4416, -0.0062], [-0.8597, 0.5345, 0.3958], [0.2595, -0.3363, 0.1344], [0.5286, 0.3902, -0.1361], [0.6068, -0.3290, 0.1645], [0.0029, 0.6024, -0.2926], [-0.1071, -0.3722, -0.2457], [0.1651, -0.9657, -0.2404], [-0.0325, -0.0982, 0.0204], [-0.2371, -0.1406, -0.0424], [-0.4409, -0.7956, -0.6766], [0.0772, -0.2773, -0.1538], [-0.5207, 0.3032, 0.0738], [0.6981, -0.1153, 0.1895], [-0.3950, -0.3674, 0.2641], [-0.3458, -0.2448, 0.2213], [-1.1611, -0.4293, 0.6609], [-0.6613, -0.4335, -0.1513], [0.1898, -0.0717, -0.3925], [0.0670, -0.4106, 0.0169], [0.0947, 0.3517, -0.1488], [-0.2503, 0.0296, -0.3392], [0.0846, -0.4677, -0.6574], [-0.5173, -0.2803, 0.1211], [-0.1384, 0.2060, -0.2574], [-0.1002, 0.1773, 0.0188], [-0.1016, 0.1417, -0.3839], [-0.0326, -0.2556, 0.0771], [-0.7577, 0.1091, 0.4363], [-0.0903, -0.1866, 0.0313], [-0.1116, 0.2439, 0.2748], [-0.2727, 0.1987, 0.4475], [0.2060, -0.5542, 0.4430], [1.2971, -0.0348, 0.3682], [-0.8685, -0.2207, 0.5398], [-0.5145, 0.0037, 0.3861], [-0.4049, -0.1430, 0.3548], [0.2021, 0.7426, 0.2617], [-0.6128, -0.1644, -0.3351], [-0.4917, -0.2144, -0.7928], [-0.3173, -0.4365, -0.7925], [-0.6810, -0.2182, 0.1282], [-0.3940, -0.2297, 0.4226], [0.0267, 0.0728, 0.2726], [0.0278, -0.1902, -0.2077], [-0.3267, -0.0977, 0.0867], [-0.6833, 0.4321, 0.5829], [-0.1373, 0.3629, 0.1371], [0.6728, 0.3218, 0.3795], [0.1049, -0.3564, -0.5890], [0.5097, 0.5970, -0.3098], [-0.1283, -0.0081, -0.1875], [0.4241, -0.0191, -0.1207], [0.1292, 0.2757, 0.4492], [0.4477, -0.2474, 0.0852], [-0.2775, 0.5797, 0.0566], [0.0014, 0.5329, 0.4399], [0.0599, -0.2836, 0.0508], [0.2417, 0.5947, 0.0036], [-0.0224, 0.4345, 0.5941], [0.3765, 0.5298, 0.1248], [0.3037, -0.1216, -0.5827], [0.0684, -0.4805, 0.3454], [0.2530, 0.0798, 0.2223], [-0.0004, -0.0034, 0.0833], [0.3845, 0.0182, -0.2973], [0.2445, 0.1528, -0.1784], [0.0439, -0.9097, -0.2125], [-0.0980, 0.3700, 0.1483], [-0.2346, -0.1955, 0.1515], [-0.3831, 0.2636, -0.1544], [0.5771, -0.4563, 0.2382], [0.1026, 0.0833, 0.4857], [-0.0374, -0.0388, -0.2263], [0.3927, -0.0163, -0.0001], [0.0192, -0.1841, 0.2029], [0.0194, -0.3156, -0.3513], [0.4435, -0.1356, -0.0811], [-0.1164, 0.1258, -0.1405], [0.2521, 0.1585, 0.6650], [0.4789, -0.0092, 0.5551], [-0.0827, 0.1391, -0.5319], [0.3971, 0.8414, -0.0697], [0.0823, 0.1378, 0.4509], [0.8562, -0.1529, 0.1371], [0.3160, -0.1015, 0.3834]]
}